[1]
59
Properties=species:S:1:pos:R:3 method="wB97M-V/def2-TZVPD" smiles="COc1ccccc1NS(=O)(=O)c1cc(NC(=O)/C=C/c2cccs2)ccc1N1CCOCC1" total_energy_ev=-61671.02477 e_lumo_ev=-0.47
C 0.90 0.13 2.68
O 1.52 0.66 1.53
C 1.05 1.85 1.04
C 0.00 2.58 1.58
C -0.39 3.77 0.99
C 0.25 4.24 -0.14
C 1.30 3.52 -0.69
C 1.71 2.33 -0.11
N 2.75 1.59 -0.69
S 2.40 0.98 -2.23
O 2.42 2.08 -3.15
O 3.33 -0.09 -2.46
C 0.77 0.31 -1.90
C 0.85 -0.80 -1.08
C -0.26 -1.24 -0.36
N -0.12 -2.36 0.45
C -0.87 -2.70 1.55
O -1.83 -2.06 1.93
C -0.39 -3.92 2.22
C -1.00 -4.36 3.33
C -0.63 -5.52 4.08
C -1.23 -6.01 5.22
C -0.62 -7.17 5.71
C 0.44 -7.57 4.96
S 0.72 -6.53 3.63
C -1.44 -0.51 -0.46
C -1.52 0.57 -1.31
C -0.43 1.00 -2.09
N -0.51 2.04 -2.99
C -1.61 2.98 -2.90
C -1.18 4.27 -3.61
O -0.84 4.04 -4.95
C 0.22 3.11 -5.04
C -0.15 1.79 -4.37
H 0.99 0.81 3.53
H 1.44 -0.79 2.91
H -0.15 -0.10 2.51
H -0.52 2.22 2.45
H -1.21 4.32 1.42
H -0.05 5.17 -0.59
H 1.81 3.85 -1.58
H 3.07 0.84 -0.09
H 1.81 -1.29 -0.98
H 0.73 -2.90 0.29
H 0.46 -4.44 1.81
H -1.85 -3.81 3.71
H -2.08 -5.53 5.67
H -0.95 -7.69 6.59
H 1.08 -8.41 5.11
H -2.29 -0.79 0.13
H -2.46 1.09 -1.39
H -1.81 3.21 -1.85
H -2.52 2.60 -3.38
H -2.00 5.00 -3.62
H -0.31 4.70 -3.08
H 0.41 2.96 -6.10
H 1.12 3.51 -4.55
H 0.70 1.11 -4.41
H -1.01 1.34 -4.90

[2]
114
Properties=species:S:1:pos:R:3 method="wB97M-V/def2-TZVPD" total_charge=+1 total_energy_ev=-186760.58994 e_lumo_ev=-2.67
Bi -0.88 0.22 -0.81
C 5.92 -1.97 -2.12
C 4.46 -1.78 -2.54
C 4.07 -2.78 -3.62
C 4.32 -0.35 -3.06
N 3.60 -2.07 -1.34
C 3.91 -3.13 -0.51
C 2.95 -3.23 0.41
N 2.02 -2.24 0.17
B 0.71 -2.02 0.93
N 0.85 -1.58 2.39
C 1.91 -1.69 3.27
C 1.62 -0.93 4.35
N 0.38 -0.34 4.13
C -0.10 -0.76 2.94
S -1.62 -0.46 2.21
C -0.21 0.61 5.13
C -0.66 -0.22 6.33
C 0.88 1.62 5.54
C -1.38 1.40 4.57
N -0.27 -3.21 0.84
C -0.45 -4.16 1.82
C -1.55 -4.87 1.50
N -2.06 -4.35 0.32
C -1.27 -3.32 -0.06
S -1.39 -2.35 -1.49
C -3.35 -4.89 -0.24
C -3.75 -4.25 -1.56
C -3.16 -6.39 -0.46
C -4.43 -4.62 0.80
C 2.42 -1.54 -0.93
S 1.59 -0.27 -1.77
H 6.57 -1.62 -2.93
H 6.18 -3.01 -1.93
H 6.15 -1.38 -1.23
H 4.68 -2.61 -4.51
H 3.03 -2.65 -3.90
H 4.23 -3.80 -3.29
H 5.11 -0.20 -3.80
H 4.44 0.39 -2.27
H 3.37 -0.18 -3.56
H 4.79 -3.73 -0.64
H 2.82 -3.95 1.21
H 0.23 -1.10 0.40
H 2.78 -2.28 3.07
H 2.19 -0.77 5.24
H 0.18 -0.74 6.80
H -1.40 -0.95 6.03
H -1.10 0.44 7.08
H 1.74 1.15 6.00
H 0.45 2.31 6.26
H 1.21 2.18 4.67
H -2.25 0.78 4.38
H -1.12 1.91 3.64
H -1.64 2.15 5.31
H 0.19 -4.24 2.67
H -2.01 -5.69 2.01
H -2.99 -4.38 -2.33
H -3.96 -3.18 -1.46
H -4.66 -4.75 -1.88
H -2.34 -6.57 -1.16
H -4.07 -6.80 -0.89
H -2.95 -6.93 0.46
H -4.48 -3.55 1.03
H -4.26 -5.16 1.73
H -5.40 -4.93 0.41
Cl -6.15 0.16 -6.27
C -4.74 0.20 -5.28
C -4.85 0.22 -3.90
Cl -6.40 0.20 -3.15
C -3.70 0.26 -3.11
Cl -3.87 0.34 -1.38
C -2.41 0.28 -3.66
O -1.30 0.37 -2.97
C -2.33 0.24 -5.07
Cl -0.76 0.28 -5.76
C -3.47 0.21 -5.86
Cl -3.31 0.19 -7.57
S -4.06 3.72 -4.24
C -4.96 4.86 -5.12
C -4.64 6.14 -4.79
C -3.63 6.19 -3.79
C -3.21 4.95 -3.39
C -2.19 4.62 -2.38
C -1.85 3.28 -2.14
N -0.96 2.89 -1.26
C -0.31 3.81 -0.53
C -0.55 5.18 -0.70
C 0.19 6.13 0.08
C 1.14 5.73 0.95
C 1.43 4.33 1.12
C 2.45 3.87 1.96
C 2.71 2.53 2.06
C 1.88 1.65 1.34
N 0.91 2.04 0.54
C 0.69 3.37 0.41
C 3.81 1.99 2.89
C 4.49 0.82 2.71
C 5.47 0.59 3.71
C 5.52 1.59 4.63
S 4.39 2.83 4.27
C -1.52 5.57 -1.65
H -5.69 4.52 -5.85
H -5.10 7.01 -5.23
H -3.24 7.11 -3.39
H -2.34 2.50 -2.70
H -0.02 7.19 -0.05
H 1.71 6.45 1.52
H 3.05 4.60 2.50
H 2.02 0.57 1.44
H 4.30 0.15 1.88
H 6.12 -0.27 3.73
H 6.17 1.68 5.48
H -1.72 6.63 -1.78

[3]
25
Properties=species:S:1:pos:R:3 method="wB97M-V/def2-TZVPD" smiles=N[C@H]1CCc2ccccc2[C@@H]1O total_energy_ev=-14114.14533 e_lumo_ev=0.72
N -3.24 -0.44 -0.15
C -1.85 -0.10 -0.46
C -1.51 1.27 0.35
C -0.09 1.93 -0.06
C 0.92 0.73 -0.09
C 2.19 1.13 -0.45
C 3.32 0.25 -0.24
C 3.10 -1.19 0.04
C 1.71 -1.57 0.39
C 0.67 -0.66 0.07
C -0.81 -1.06 0.11
O -0.77 -2.25 -0.59
H -3.49 -0.23 0.78
H -3.93 0.01 -0.61
H -1.80 0.22 -1.50
H -1.33 0.84 1.46
H -2.56 1.82 0.26
H -0.07 2.65 -0.91
H 0.23 2.63 0.84
H 2.57 2.21 -0.65
H 4.47 0.29 -0.36
H 3.91 -2.00 0.10
H 1.05 -2.50 0.59
H -1.02 -1.24 1.11
H -1.65 -2.76 -0.06

[4]
10
Properties=species:S:1:pos:R:3 method="wB97M-V/def2-TZVPD" total_energy_ev=-30159.00778 e_lumo_ev="-0.30 / -0.56"
C 0.59 0.02 -0.06
C -0.18 -1.19 -0.27
N 1.24 0.83 -1.67
N 0.86 0.78 1.01
Cl -1.86 -1.06 0.24
Cl 1.93 2.32 -1.26
H 0.07 -1.99 0.36
H -0.14 -1.44 -1.25
H 0.04 1.11 1.61
H 1.47 1.59 0.83

[5]
8
Properties=species:S:1:pos:R:3 method="wB97M-V/def2-TZVPD" total_charge=+1 total_energy_ev=-4085.42381 e_lumo_ev="-7.73 / -9.00"
C -0.08 0.58 -0.03
N -1.27 0.15 -0.06
N 0.98 -0.25 -0.09
H 0.09 1.72 -0.22
H -2.09 0.78 0.05
H -0.15 -1.81 -0.18
H 1.82 0.13 0.25
H 0.71 -1.29 0.28

[6]
15
Properties=species:S:1:pos:R:3 method="wB97M-V/def2-TZVPD" s_squared=2.01 total_energy_ev=-17095.96172 e_lumo_ev="0.83 / -0.45" spin_multiplicity=3
C -1.92 -0.32 -0.15
C -1.42 -1.58 0.52
C 0.45 2.03 -0.77
C 2.00 1.98 -0.74
N -1.44 0.78 -0.59
O -0.02 0.88 -0.46
P 0.50 -1.41 0.54
H -2.93 -0.34 -0.13
H -1.81 -2.37 -0.22
H -1.91 -2.04 1.40
H 2.47 2.63 -0.06
H 2.42 2.34 -1.66
H 2.15 0.81 -0.69
H 0.64 -0.77 1.80
H 0.83 -2.61 1.22

[7]
66
Properties=species:S:1:pos:R:3 method="wB97M-V/def2-TZVPD" total_charge=+2 total_energy_ev=-86292.42288 e_lumo_ev=-5.00
Lu -0.76 -0.18 0.58
C -4.00 0.88 1.19
C -3.04 1.92 1.79
N -1.88 1.26 2.43
C -2.23 0.56 3.68
C -1.55 -0.81 3.76
N -1.70 -1.54 2.48
C -3.10 -1.96 2.23
C -3.59 -1.56 0.83
N -3.24 -0.17 0.48
H -4.69 1.40 0.52
H -4.60 0.42 1.98
H -3.59 2.55 2.49
H -2.65 2.55 0.99
H -1.20 1.99 2.65
H -3.31 0.43 3.71
H -1.95 1.14 4.57
H -1.98 -1.37 4.60
H -0.48 -0.68 3.95
H -1.12 -2.38 2.55
H -3.74 -1.52 3.00
H -3.20 -3.05 2.31
H -4.68 -1.72 0.79
H -3.13 -2.21 0.09
H -3.40 -0.08 -0.52
O -1.34 -1.03 -1.35
S -0.23 -2.03 -1.53
O -0.66 -3.39 -1.45
N 0.66 -1.57 -0.28
C 1.98 -1.77 0.05
C 2.88 -2.60 -0.58
C 4.19 -2.72 -0.10
C 4.61 -2.00 0.99
C 3.73 -1.13 1.66
C 4.09 -0.36 2.78
C 3.17 0.47 3.36
C 1.87 0.52 2.83
N 1.47 -0.19 1.79
C 2.40 -1.01 1.19
C 0.49 -1.63 -3.10
C 0.76 -2.61 -4.04
C 1.23 -2.23 -5.28
C 1.41 -0.88 -5.58
C 1.14 0.09 -4.63
C 0.69 -0.28 -3.37
H 2.56 -3.18 -1.44
H 4.87 -3.39 -0.60
H 5.63 -2.10 1.36
H 5.10 -0.43 3.17
H 3.41 1.07 4.22
H 1.13 1.17 3.27
H 0.57 -3.64 -3.80
H 1.43 -2.98 -6.03
H 1.77 -0.60 -6.56
H 1.28 1.13 -4.86
H 0.45 0.45 -2.61
N 1.79 5.20 -2.89
C 0.81 4.47 -2.37
N -0.45 4.70 -2.74
N 1.13 3.52 -1.50
C 0.43 2.67 -0.90
N -0.11 1.83 -0.29
H 1.61 5.91 -3.57
H 2.74 5.08 -2.55
H -0.69 5.44 -3.39
H -1.20 4.13 -2.39

[8]
12
Properties=species:S:1:pos:R:3 method="wB97M-V/def2-TZVPD" total_charge=-2 total_energy_ev=-12401.94599 e_lumo_ev=6.85
C -2.81 0.40 0.62
C 2.52 0.24 0.10
C 0.57 -0.84 -0.90
C 0.97 0.05 -0.04
O -2.82 -0.82 0.58
O 3.22 -0.27 -0.79
O -3.02 1.32 -0.25
O 2.87 0.77 1.15
H -0.47 -0.92 -1.16
H 1.24 -1.37 -1.61
H -2.80 0.73 1.74
H 0.53 0.71 0.58

[9]
15
Properties=species:S:1:pos:R:3 method="wB97M-V/def2-TZVPD" smiles="C=[NH+][O-].COBO" total_energy_ev=-10511.51844 e_lumo_ev="0.73 / 0.73"
C 3.48 -0.40 -0.32
N 2.64 -0.38 0.68
O 2.38 0.67 1.33
H 3.96 0.56 -0.54
H 3.56 -1.27 -0.96
H 2.08 -1.23 0.94
C -2.86 0.93 0.18
O -2.00 -0.07 0.56
B -0.97 -0.44 -0.21
O -0.19 -1.42 0.30
H -2.49 1.16 -0.87
H -2.84 1.67 0.98
H -3.82 0.64 0.25
H -0.68 -0.11 -1.33
H -0.47 -1.49 1.16

[10]
6
Properties=species:S:1:pos:R:3 method="wB97M-V/def2-TZVPD" total_energy_ev=-17120.99722 e_lumo_ev="-0.45 / -0.38"
C 0.17 -0.43 -0.04
N -0.18 0.78 0.60
O 0.03 -0.49 1.26
Cl -1.90 1.04 0.71
H -0.36 -0.96 -0.90
H 2.24 0.05 -1.62

[11]
72
Properties=species:S:1:pos:R:3 method="wB97M-V/def2-TZVPD" total_charge=-1 total_energy_ev=-125587.98107 e_lumo_ev="1.75 / 1.17"
Rh -1.98 1.71 0.41
N -0.17 4.26 3.40
C -1.04 3.57 2.60
S -1.24 4.12 0.97
N -1.72 2.61 3.15
N -2.66 2.00 2.42
C -3.50 1.16 3.00
C -4.68 0.72 2.37
C -5.65 0.00 3.08
C -6.85 -0.36 2.50
C -7.10 -0.06 1.16
C -6.15 0.60 0.41
C -4.94 1.06 0.98
O -4.13 1.74 0.27
H 0.56 4.77 2.94
H 0.08 3.77 4.25
H -3.29 0.84 4.02
H -5.46 -0.23 4.11
H -7.60 -0.86 3.09
H -8.04 -0.35 0.71
H -6.33 0.84 -0.62
C 5.28 -2.19 0.41
C 3.91 -2.67 -0.09
C 4.04 -3.11 -1.55
C 3.53 -3.90 0.74
C 2.88 -1.54 0.01
C 1.73 -1.63 0.78
C 0.84 -0.58 0.76
Br -0.78 -0.74 1.79
C 1.01 0.62 0.05
O 0.16 1.58 0.12
C 2.22 0.71 -0.72
C 3.08 -0.37 -0.72
C 2.53 2.00 -1.47
C 2.62 3.12 -0.42
C 3.85 1.94 -2.25
C 1.42 2.34 -2.47
H 5.99 -3.02 0.38
H 5.21 -1.82 1.43
H 5.67 -1.38 -0.21
H 4.79 -3.89 -1.64
H 4.32 -2.29 -2.20
H 3.09 -3.52 -1.90
H 4.25 -4.69 0.55
H 2.54 -4.27 0.47
H 3.54 -3.67 1.80
H 1.51 -2.49 1.38
H 3.98 -0.30 -1.31
H 3.37 2.88 0.33
H 1.65 3.24 0.07
H 2.88 4.07 -0.89
H 4.70 1.79 -1.58
H 3.99 2.89 -2.76
H 3.83 1.16 -3.00
H 0.47 2.41 -1.95
H 1.35 1.57 -3.25
H 1.62 3.29 -2.96
C -2.27 1.28 -1.82
C -1.98 -0.10 -1.69
C -2.92 -1.03 -1.14
C -2.58 -2.34 -0.91
C -1.30 -2.82 -1.25
C -0.39 -1.94 -1.88
C -0.73 -0.63 -2.09
C -0.91 -4.13 -0.98
N -0.56 -5.21 -0.78
H -3.31 1.57 -1.92
H -1.59 1.88 -2.41
H -3.90 -0.69 -0.87
H -3.29 -3.02 -0.46
H 0.58 -2.31 -2.19
H -0.02 0.02 -2.57

Number 1: maximum force 0.01998 Eh/bohr. Number 2: maximum force 0.00646 Eh/bohr. Number 3: maximum force 0.13874 Eh/bohr. Number 4: maximum force 0.12468 Eh/bohr. Number 5: maximum force 0.04223 Eh/bohr. Number 6: maximum force 0.08486 Eh/bohr. Number 7: maximum force 0.03945 Eh/bohr. Number 8: maximum force 0.08964 Eh/bohr. Number 9: maximum force 0.07826 Eh/bohr. Number 10: maximum force 0.05422 Eh/bohr. Number 11: maximum force 0.05198 Eh/bohr.